Record 1
{"formula": "C4H4ErO6", "method": "ωB97M-V/def2-TZVPD", "orbital_gap_ev": [4.91, 5.93], "charge": 2, "s_squared": 6.003, "total_energy_ha": -1620.49460, "spin_multiplicity": 5, "relative_energy_ev": 3.8309, "e_homo_ev": [-16.29, -17.10], "symbols": ["O", "C", "C", "O", "H", "H", "H", "C", "O", "O", "H", "O", "C", "O", "Er"], "coordinates": [[-1.47763, 0.37858, 1.40967], [-0.28878, 0.41514, 1.78299], [0.83725, 0.26152, 0.80377], [1.88412, 1.14942, 1.10228], [1.07682, -0.72463, 1.43084], [-0.07260, 0.92334, 2.73732], [0.42395, 0.59101, -0.16517], [2.59853, 1.64802, 0.08161], [2.15342, 2.22361, -0.87251], [3.88922, 1.46260, 0.28202], [4.06941, 1.17344, 1.18740], [-1.75325, -1.19969, -1.62079], [-0.62053, -1.70753, -1.79843], [0.37215, -1.76007, -1.08954], [-3.06554, -0.92426, 0.18586]]}


Record 2
{"formula": "C35H36CrN7O4P2S", "method": "ωB97M-V/def2-TZVPD", "orbital_gap_ev": [6.00, 6.61], "charge": 2, "s_squared": 0.767, "total_energy_ha": -4164.48057, "spin_multiplicity": 2, "relative_energy_ev": 1.6859, "e_homo_ev": [-12.75, -12.76], "symbols": ["Cr", "N", "P", "C", "C", "C", "C", "C", "C", "C", "C", "C", "C", "C", "C", "P", "C", "C", "C", "C", "C", "C", "C", "C", "C", "C", "C", "C", "H", "H", "H", "H", "H", "H", "H", "H", "H", "H", "H", "H", "H", "H", "H", "H", "H", "H", "H", "H", "H", "C", "C", "N", "N", "C", "S", "N", "N", "H", "H", "H", "H", "H", "H", "O", "C", "O", "C", "C", "C", "C", "O", "C", "O", "C", "C", "H", "H", "H", "H", "H", "N", "N", "H", "H", "H", "H"], "coordinates": [[0.14340, -0.12160, 0.35820], [1.98840, 1.29270, 2.07120], [2.26390, -0.22070, 1.35010], [3.75060, 0.01230, 0.33680], [3.67880, -0.05750, -1.05000], [4.79320, 0.24790, -1.80930], [5.97450, 0.60760, -1.18290], [6.05290, 0.65860, 0.20160], [4.94280, 0.36210, 0.97020], [2.75430, -1.35730, 2.66390], [3.62600, -2.39300, 2.33160], [3.99680, -3.31470, 3.29130], [3.49220, -3.21140, 4.57790], [2.59200, -2.20660, 4.89720], [2.20580, -1.28510, 3.94120], [0.66480, 2.06240, 1.26890], [1.45020, 3.37330, 0.27620], [1.87230, 3.06070, -1.01300], [2.52160, 4.01000, -1.78210], [2.73780, 5.28240, -1.27470], [2.32210, 5.59680, 0.00910], [1.69120, 4.64540, 0.79060], [-0.12980, 2.94430, 2.64000], [0.10090, 2.55150, 3.95290], [-0.54030, 3.20310, 4.98890], [-1.42990, 4.23150, 4.72110], [-1.66840, 4.62270, 3.41110], [-1.01730, 3.98650, 2.37070], [2.77940, 1.84730, 2.39760], [2.75190, -0.34240, -1.52700], [4.73850, 0.20780, -2.88530], [6.83990, 0.84850, -1.77690], [6.98140, 0.93270, 0.67850], [4.99790, 0.38690, 2.05280], [4.03390, -2.45960, 1.33140], [4.68810, -4.09970, 3.03440], [3.80460, -3.90920, 5.33850], [2.18890, -2.14210, 5.89590], [1.49280, -0.50770, 4.17880], [1.68880, 2.07310, -1.41170], [2.85130, 3.76250, -2.78130], [3.22240, 6.03340, -1.88040], [2.48470, 6.58870, 0.40060], [1.38460, 4.89060, 1.79400], [0.79270, 1.74830, 4.15340], [-0.33290, 2.91540, 6.00610], [-1.93510, 4.72760, 5.53310], [-2.34870, 5.43330, 3.19870], [-1.17460, 4.30220, 1.34810], [-5.27670, 2.18490, 0.86270], [-4.39650, 1.27020, 1.61150], [-4.77010, 0.43900, 2.52880], [-3.68030, -0.24060, 2.90130], [-2.58920, 0.15020, 2.21810], [-1.05640, -0.52710, 2.38880], [-3.03540, 1.14390, 1.39590], [-2.25460, 1.87220, 0.51260], [-6.29720, 2.01650, 1.19840], [-5.21360, 1.98480, -0.20920], [-5.01370, 3.22810, 1.04000], [-3.74870, -0.95590, 3.61200], [-2.16860, 1.37350, -0.38300], [-2.67990, 2.78460, 0.36140], [-1.43760, -0.24270, -1.14450], [-0.50190, -0.06510, -1.98200], [0.61870, 0.28650, -1.49920], [-0.56010, -0.35990, -3.40600], [-1.46580, -1.29310, -3.91510], [-1.35210, -1.77480, -5.20970], [-0.32640, -1.27120, -5.98530], [0.03070, -1.59500, -7.23470], [1.17840, -0.82490, -7.54650], [1.44650, 0.03420, -6.45380], [0.55160, -0.28410, -5.49140], [0.47010, 0.17530, -4.20850], [-2.23220, -1.67750, -3.26080], [-2.02100, -2.52030, -5.60120], [0.98880, -0.23570, -8.45450], [2.03680, -1.49960, -7.70580], [1.15530, 0.91130, -3.82030], [-0.31160, -3.11240, 0.53710], [0.49590, -2.25920, -0.27380], [-0.10170, -4.09880, 0.37800], [-1.29550, -2.95120, 0.33090], [0.37860, -2.42300, -1.28710], [1.46940, -2.50350, -0.06380]]}


Record 3
{"formula": "C20H31N5O", "method": "ωB97M-V/def2-TZVPD", "orbital_gap_ev": 8.57, "smiles": "CCCCC(=O)Nc1ccc2c(c1)nc(CCN1CCN(C)CC1)n2C", "total_energy_ha": -1129.75798, "spin_multiplicity": 1, "relative_energy_ev": 0.0964, "e_homo_ev": -7.85, "symbols": ["C", "C", "C", "C", "C", "O", "N", "C", "C", "C", "C", "C", "C", "N", "C", "C", "C", "N", "C", "C", "N", "C", "C", "C", "N", "C", "H", "H", "H", "H", "H", "H", "H", "H", "H", "H", "H", "H", "H", "H", "H", "H", "H", "H", "H", "H", "H", "H", "H", "H", "H", "H", "H", "H", "H", "H", "H"], "coordinates": [[6.10747, -3.31524, -3.58652], [5.28152, -4.31726, -2.78987], [5.67091, -4.32083, -1.31312], [4.84969, -5.33280, -0.50763], [3.35607, -5.04734, -0.58874], [2.57963, -5.78524, -1.15475], [3.01585, -3.88826, 0.03773], [1.77200, -3.24781, 0.13256], [0.60567, -3.81909, -0.39636], [-0.61217, -3.17840, -0.30391], [-0.64859, -1.94662, 0.32788], [0.52082, -1.36370, 0.86930], [1.74042, -2.01718, 0.77277], [0.20613, -0.15638, 1.43469], [-1.07493, -0.00102, 1.25510], [-1.83183, 1.20468, 1.68004], [-1.83217, 2.25216, 0.55461], [-2.43863, 3.49520, 0.98704], [-3.88815, 3.44360, 0.98733], [-4.45259, 4.73159, 1.57518], [-4.01843, 5.86495, 0.78233], [-4.60148, 7.10337, 1.24695], [-2.56901, 5.91661, 0.78137], [-2.00698, 4.62903, 0.19052], [-1.65570, -1.04496, 0.58195], [-3.04229, -1.21021, 0.24997], [7.16737, -3.55148, -3.51653], [5.82079, -3.33253, -4.63498], [5.95608, -2.30661, -3.20715], [5.42432, -5.31842, -3.20090], [4.22137, -4.07312, -2.88361], [6.73010, -4.57289, -1.21898], [5.53700, -3.31481, -0.90602], [5.16350, -5.32045, 0.53896], [5.01262, -6.33480, -0.90641], [3.76852, -3.37633, 0.47681], [0.67502, -4.77685, -0.88288], [-1.49948, -3.63619, -0.71487], [2.63180, -1.56983, 1.18529], [-1.33416, 1.64035, 2.54542], [-2.85019, 0.93194, 1.95805], [-2.33024, 1.84516, -0.34496], [-0.79042, 2.45206, 0.29439], [-4.21845, 2.60083, 1.59727], [-4.28314, 3.31486, -0.03752], [-5.54469, 4.69165, 1.55945], [-4.11820, 4.82139, 2.62451], [-4.27593, 7.91484, 0.59757], [-5.68674, 7.02799, 1.19321], [-4.31689, 7.34683, 2.28320], [-2.24971, 6.76590, 0.17259], [-2.17002, 6.04512, 1.80346], [-0.91567, 4.67136, 0.20330], [-2.34614, 4.53940, -0.85682], [-3.46911, -0.26519, -0.08579], [-3.61241, -1.57024, 1.11198], [-3.13013, -1.93880, -0.55448]]}


Record 4
{"formula": "C19H23CoN3O3S", "method": "ωB97M-V/def2-TZVPD", "orbital_gap_ev": [7.92, 7.92], "charge": 1, "total_energy_ha": -2908.56054, "spin_multiplicity": 1, "relative_energy_ev": 0.0153, "e_homo_ev": [-11.63, -11.63], "symbols": ["Co", "N", "N", "C", "O", "O", "H", "H", "H", "C", "C", "C", "C", "C", "C", "C", "C", "S", "C", "N", "C", "C", "C", "C", "C", "C", "C", "C", "H", "H", "H", "H", "H", "H", "H", "H", "H", "H", "H", "H", "H", "H", "H", "H", "C", "O", "H", "H", "H", "H"], "coordinates": [[-0.18221, 0.09688, -0.09634], [-0.46423, -0.00114, 1.84482], [-0.87080, -1.32344, 2.11567], [-1.29578, -2.07238, 1.00817], [-1.86989, -3.11192, 1.13740], [-0.90709, -1.53512, -0.14244], [0.38033, 0.19973, 2.37088], [-1.17347, 0.67694, 2.12402], [-1.32169, -1.50680, 2.99900], [-5.10057, -1.47177, -4.62913], [-4.67023, -0.17731, -3.92311], [-5.16307, -0.22936, -2.47731], [-5.31662, 1.02938, -4.61739], [-3.15124, -0.05133, -4.00563], [-2.53322, 0.01031, -5.27374], [-1.16872, 0.08429, -5.43645], [-0.37755, 0.10678, -4.28988], [1.35660, 0.14785, -4.14453], [1.20183, 0.13022, -2.44276], [-0.03082, 0.10260, -2.00529], [-0.96726, 0.06576, -3.02962], [-2.35168, -0.01922, -2.87972], [2.23479, 0.10848, -1.41748], [3.60416, 0.13347, -1.64552], [4.47059, 0.07745, -0.56526], [3.96301, -0.01636, 0.72184], [2.58738, -0.04527, 0.95102], [1.71443, 0.03129, -0.11792], [-6.18490, -1.57932, -4.57590], [-4.64733, -2.34313, -4.15366], [-4.81741, -1.47367, -5.68204], [-6.24954, -0.31868, -2.47194], [-4.90628, 0.68047, -1.92935], [-4.76052, -1.09099, -1.94090], [-6.40316, 0.94622, -4.56610], [-5.03887, 1.09269, -5.66975], [-5.02356, 1.96272, -4.13259], [-3.15184, -0.01655, -6.16055], [-0.72809, 0.11340, -6.42357], [-2.77003, -0.10271, -1.88631], [3.98911, 0.18507, -2.65714], [5.53938, 0.09201, -0.72665], [4.63901, -0.07885, 1.56455], [2.25108, -0.14425, 1.97567], [0.99963, 3.02631, 0.04343], [-0.12643, 2.11436, -0.05869], [0.61041, 4.03980, 0.09297], [1.66595, 2.90190, -0.80806], [1.52536, 2.77981, 0.96008], [-0.66554, 2.40203, -0.80668]]}


Record 5
{"formula": "C3H3ClN2S2", "method": "ωB97M-V/def2-TZVPD", "orbital_gap_ev": [5.75, 6.25], "s_squared": 2.010, "total_energy_ha": -1481.95415, "spin_multiplicity": 3, "e_homo_ev": [-5.35, -8.93], "symbols": ["C", "C", "C", "N", "N", "S", "S", "Cl", "H", "H", "H"], "coordinates": [[0.20111, -1.92369, 0.18281], [-2.51257, 0.47707, -0.48613], [1.88403, 0.18257, 0.34933], [-0.31455, -2.46055, 1.05155], [-2.09644, 1.54986, -0.69870], [-1.72421, 3.09098, -0.80522], [1.00386, -0.84925, -0.87466], [-2.58983, -1.05544, -0.13177], [2.03159, -0.44983, 1.24895], [1.35587, 1.19964, 0.48966], [2.76116, 0.23865, -0.32581]]}


Record 6
{"formula": "C3H7N5O", "method": "ωB97M-V/def2-TZVPD", "orbital_gap_ev": 9.24, "total_energy_ha": -467.34050, "spin_multiplicity": 1, "relative_energy_ev": 5.6650, "e_homo_ev": -8.67, "symbols": ["C", "C", "C", "H", "H", "H", "H", "H", "H", "H", "N", "N", "N", "N", "N", "O"], "coordinates": [[-2.41339, 0.11705, 0.63552], [1.61741, -0.04048, -0.12424], [0.51366, 0.92065, -0.31270], [-2.08715, 1.15489, 1.05601], [-3.54157, 0.07501, 0.64026], [-1.79310, -0.41234, 1.71654], [-1.97830, 0.70922, -1.28656], [0.20865, -2.08580, -1.33562], [3.52367, -0.82752, 0.40211], [3.21616, 1.12943, 0.63136], [-1.79669, -0.11586, -0.67457], [-0.42255, -0.17937, -0.56841], [0.03152, -1.50578, -0.33124], [1.40028, -1.31387, -0.14427], [2.99043, 0.24307, 0.18969], [0.53096, 2.13173, -0.49389]]}


What did the fourth record say?
{"formula": "C19H23CoN3O3S", "method": "ωB97M-V/def2-TZVPD", "orbital_gap_ev": [7.92, 7.92], "charge": 1, "total_energy_ha": -2908.56054, "spin_multiplicity": 1, "relative_energy_ev": 0.0153, "e_homo_ev": [-11.63, -11.63], "symbols": ["Co", "N", "N", "C", "O", "O", "H", "H", "H", "C", "C", "C", "C", "C", "C", "C", "C", "S", "C", "N", "C", "C", "C", "C", "C", "C", "C", "C", "H", "H", "H", "H", "H", "H", "H", "H", "H", "H", "H", "H", "H", "H", "H", "H", "C", "O", "H", "H", "H", "H"], "coordinates": [[-0.18221, 0.09688, -0.09634], [-0.46423, -0.00114, 1.84482], [-0.87080, -1.32344, 2.11567], [-1.29578, -2.07238, 1.00817], [-1.86989, -3.11192, 1.13740], [-0.90709, -1.53512, -0.14244], [0.38033, 0.19973, 2.37088], [-1.17347, 0.67694, 2.12402], [-1.32169, -1.50680, 2.99900], [-5.10057, -1.47177, -4.62913], [-4.67023, -0.17731, -3.92311], [-5.16307, -0.22936, -2.47731], [-5.31662, 1.02938, -4.61739], [-3.15124, -0.05133, -4.00563], [-2.53322, 0.01031, -5.27374], [-1.16872, 0.08429, -5.43645], [-0.37755, 0.10678, -4.28988], [1.35660, 0.14785, -4.14453], [1.20183, 0.13022, -2.44276], [-0.03082, 0.10260, -2.00529], [-0.96726, 0.06576, -3.02962], [-2.35168, -0.01922, -2.87972], [2.23479, 0.10848, -1.41748], [3.60416, 0.13347, -1.64552], [4.47059, 0.07745, -0.56526], [3.96301, -0.01636, 0.72184], [2.58738, -0.04527, 0.95102], [1.71443, 0.03129, -0.11792], [-6.18490, -1.57932, -4.57590], [-4.64733, -2.34313, -4.15366], [-4.81741, -1.47367, -5.68204], [-6.24954, -0.31868, -2.47194], [-4.90628, 0.68047, -1.92935], [-4.76052, -1.09099, -1.94090], [-6.40316, 0.94622, -4.56610], [-5.03887, 1.09269, -5.66975], [-5.02356, 1.96272, -4.13259], [-3.15184, -0.01655, -6.16055], [-0.72809, 0.11340, -6.42357], [-2.77003, -0.10271, -1.88631], [3.98911, 0.18507, -2.65714], [5.53938, 0.09201, -0.72665], [4.63901, -0.07885, 1.56455], [2.25108, -0.14425, 1.97567], [0.99963, 3.02631, 0.04343], [-0.12643, 2.11436, -0.05869], [0.61041, 4.03980, 0.09297], [1.66595, 2.90190, -0.80806], [1.52536, 2.77981, 0.96008], [-0.66554, 2.40203, -0.80668]]}